(1)
Formula: C9H24BrF2NO15S5V
Source: OMol25
Level of theory: the ωB97M-V functional and the def2-TZVPD basis

Cartesian coordinates (Å):
O (19.8028, -16.7216, 4.6531)
V (19.4511, -18.0658, 3.7912)
O (20.2418, -17.9833, 2.4566)
N (16.3320, -19.0299, 3.3682)
S (15.6713, -19.6367, 1.8500)
O (15.4616, -18.5592, 0.8853)
O (14.8183, -20.8204, 1.8921)
F (17.0519, -20.3161, 1.4574)
S (15.0689, -18.9306, 4.2096)
O (14.5738, -20.1611, 4.7293)
O (14.0139, -17.9593, 3.8706)
F (15.9405, -18.3502, 5.4667)
Br (21.5501, -20.6778, 5.7747)
O (25.7555, -16.0709, 0.1048)
S (26.2370, -17.4441, 0.3390)
O (26.6724, -18.3054, -0.7561)
O (27.5189, -17.3282, 1.3882)
C (28.7473, -16.9072, 0.8184)
C (29.9330, -17.5889, 1.5305)
C (25.0107, -18.2914, 1.4047)
H (28.7908, -15.8253, 0.9438)
H (28.8754, -17.1552, -0.2352)
H (29.8112, -17.3580, 2.5888)
H (30.8847, -17.2337, 1.1352)
H (29.8560, -18.6755, 1.4914)
H (24.2064, -18.5994, 0.7366)
H (24.6234, -17.5521, 2.1058)
H (25.5673, -19.0803, 1.9106)
O (21.5682, -19.6199, -4.9480)
S (21.1874, -18.2332, -4.7347)
O (20.5007, -17.5235, -5.7924)
O (20.3860, -18.0616, -3.2347)
C (19.9173, -16.8379, -2.7612)
C (18.5433, -16.4107, -3.3465)
C (22.6641, -17.1956, -4.4228)
H (20.6210, -16.0570, -2.4730)
H (19.7243, -17.1353, -1.7304)
H (17.9386, -17.2374, -3.7195)
H (18.6008, -15.9084, -4.3122)
H (17.9243, -15.9279, -2.5904)
H (23.2101, -17.5121, -3.5341)
H (22.2701, -16.1920, -4.2628)
H (23.2814, -17.2461, -5.3198)
O (17.9511, -12.0589, 0.7756)
S (17.8827, -13.0452, 1.8489)
O (18.0707, -14.4390, 1.5499)
O (19.1590, -12.7163, 2.8646)
C (20.4682, -12.9551, 2.3841)
C (21.4221, -13.2623, 3.6016)
C (16.5184, -12.7517, 3.0377)
H (20.6377, -11.9497, 1.9986)
H (20.6822, -13.5716, 1.5111)
H (22.3601, -12.7315, 3.4389)
H (21.5268, -14.3472, 3.6090)
H (21.0140, -12.9397, 4.5594)
H (16.7102, -13.4991, 3.8076)
H (15.5368, -12.7510, 2.5638)
H (16.5915, -11.7513, 3.4643)

Charge ... -1
Highest occupied orbital energy ... -6.526 eV
F_max ... 5.8 eV/Å
Spin multiplicity ... 1

---

(2)
Formula: C26H41Cl14NO5S
Source: OMol25
Level of theory: the ωB97M-V functional and the def2-TZVPD basis

Cartesian coordinates (Å):
O (5.1160, 5.8675, -4.6522)
C (4.0114, 5.9140, -3.9028)
N (3.8880, 6.5959, -2.5242)
C (3.0271, 5.7304, -1.6036)
O (3.1321, 5.4571, -0.3007)
C (1.9259, 5.1401, -2.6647)
C (0.4387, 4.4776, -2.4720)
C (-0.1756, 4.3232, -0.9598)
C (0.5594, 3.0990, -0.0907)
C (1.5899, 2.1925, -0.9868)
C (2.1392, 0.8304, -0.2099)
S (3.9994, 0.7375, -0.4821)
O (4.7767, 1.5161, 0.6202)
O (4.5056, -0.7563, -0.4204)
O (4.5279, 1.3498, -1.9838)
C (-0.4069, 3.9438, -3.8111)
C (0.2698, 4.0712, -5.3351)
C (1.7960, 4.7227, -5.5451)
C (2.5424, 5.2411, -4.1805)
H (3.2744, 7.4598, -2.5999)
H (-1.3018, 3.9938, -1.0731)
H (-0.1322, 5.3584, -0.4105)
H (-0.2811, 2.4794, 0.4670)
H (1.2250, 3.6665, 0.7214)
H (2.5468, 2.8525, -1.1827)
H (1.0833, 1.8055, -1.9884)
H (1.8839, 0.8722, 0.9361)
H (1.6642, -0.1271, -0.7400)
H (4.1416, 0.8423, -2.7632)
H (-1.4933, 3.4750, -3.6541)
H (-0.3570, 3.6496, -6.2302)
H (2.3316, 4.8062, -6.5836)
Cl (-1.7814, -0.8985, -5.9077)
C (-0.7068, -1.1685, -4.5128)
C (-0.9078, -0.1280, -3.4226)
Cl (-0.3475, 1.4876, -3.9227)
H (0.3258, -1.1773, -4.8761)
H (-0.9384, -2.1645, -4.1232)
H (-0.3306, -0.4028, -2.5348)
H (-1.9602, -0.0474, -3.1315)
Cl (-1.9979, 2.4211, 2.4081)
C (-2.1598, 0.7866, 3.0979)
C (-1.0334, -0.1360, 2.6602)
Cl (-1.1248, -0.5337, 0.9258)
H (-3.1392, 0.3917, 2.8098)
H (-2.1457, 0.8999, 4.1862)
H (-1.0940, -1.0823, 3.2058)
H (-0.0511, 0.3062, 2.8558)
Cl (4.0057, -2.8922, 3.9054)
C (2.6367, -1.9314, 3.2919)
C (2.5498, -1.9589, 1.7742)
Cl (3.8976, -1.0817, 1.0071)
H (2.7414, -0.9100, 3.6712)
H (1.7287, -2.3630, 3.7239)
H (1.6270, -1.4720, 1.4453)
H (2.5487, -2.9837, 1.3890)
Cl (-4.5641, -1.9439, 2.5685)
C (-5.0927, -2.8436, 1.1247)
C (-4.1522, -2.6440, -0.0531)
Cl (-4.2205, -0.9833, -0.6948)
H (-6.1132, -2.5295, 0.8834)
H (-5.1197, -3.9014, 1.4036)
H (-4.4345, -3.3119, -0.8723)
H (-3.1140, -2.8605, 0.2189)
Cl (-0.2394, -3.6253, -1.7161)
C (0.9655, -4.8263, -2.2448)
C (0.5104, -5.5932, -3.4762)
Cl (-0.8584, -6.6783, -3.1253)
H (1.1679, -5.4973, -1.4040)
H (1.8840, -4.2753, -2.4686)
H (1.3261, -6.2216, -3.8459)
H (0.2098, -4.9175, -4.2835)
Cl (-6.2130, 0.7668, 2.4222)
C (-6.8717, 2.2765, 3.1007)
C (-5.8061, 3.1051, 3.8005)
Cl (-5.2283, 2.3320, 5.2981)
H (-7.6896, 2.0154, 3.7797)
H (-7.2922, 2.8423, 2.2638)
H (-6.2180, 4.0779, 4.0847)
H (-4.9409, 3.2791, 3.1526)
Cl (1.4007, -4.7141, 5.2352)
C (2.5351, -6.0816, 5.3646)
C (1.9617, -7.2287, 6.1811)
Cl (1.7991, -6.8118, 7.9057)
H (3.4697, -5.7081, 5.7951)
H (2.7417, -6.4186, 4.3442)
H (2.6282, -8.0945, 6.1260)
H (0.9774, -7.5341, 5.8114)

Highest occupied orbital energy ... -5.880 eV
F_max ... 16.4 eV/Å
Spin multiplicity ... 1

---

(3)
Formula: C21H26N6O4
Source: OMol25
Level of theory: the ωB97M-V functional and the def2-TZVPD basis

Cartesian coordinates (Å):
C (2.1897, -2.9886, 0.5922)
C (2.4080, -1.5038, 0.5888)
O (2.0479, -0.8080, -0.5775)
C (0.6337, -0.5948, -0.6416)
C (-0.1120, -1.3235, -1.5119)
C (-1.4153, -1.3760, -1.4882)
N (-2.1023, -2.5316, -2.1082)
C (-2.8791, -1.9520, -3.3922)
C (-3.8009, -3.0712, -3.5969)
O (-3.2329, -4.3140, -3.7967)
C (-2.4639, -4.5899, -2.9276)
C (-1.4906, -3.5189, -2.6106)
C (-2.1602, -0.3785, -0.6779)
O (-3.5022, -0.4570, -0.9800)
C (-4.1135, 0.4857, -0.3864)
C (-5.6428, 0.3580, -0.7073)
C (-1.3471, 0.5605, -0.2048)
C (0.0517, 0.4930, -0.0115)
N (0.6505, 1.3487, 0.7853)
C (0.4465, 2.2617, 1.5984)
O (-0.7422, 2.7013, 1.7391)
C (1.2736, 3.2335, 2.1306)
N (1.3227, 4.2463, 2.9177)
C (2.5452, 4.4106, 3.4059)
N (3.0118, 5.3756, 3.9171)
C (4.2377, 5.5489, 4.3030)
C (5.0283, 4.6755, 3.6981)
C (4.7094, 3.5898, 3.0163)
C (5.5791, 2.4645, 2.3731)
N (3.4011, 3.6223, 2.6130)
N (2.7115, 2.5806, 2.0272)
H (1.0201, -3.1946, 0.5769)
H (2.6770, -3.6242, 1.5340)
H (2.6618, -3.2145, -0.3991)
H (3.5384, -1.3315, 0.5251)
H (1.9132, -1.0759, 1.6507)
H (0.6212, -2.2534, -1.9849)
H (-3.3094, -1.0002, -3.0131)
H (-2.2908, -1.7550, -4.3761)
H (-4.7055, -2.8217, -4.4645)
H (-4.5150, -3.1783, -2.9484)
H (-2.1700, -5.5992, -3.3353)
H (-3.2806, -4.8606, -2.1160)
H (-0.6905, -3.9143, -1.8559)
H (-0.8904, -3.5473, -3.6428)
H (-3.8903, 0.2760, 0.7310)
H (-3.9082, 1.6169, -0.7953)
H (-6.2851, 0.9130, -0.0946)
H (-6.0088, -0.6492, -0.2998)
H (-5.8855, 0.4123, -1.6572)
H (-1.9238, 1.2944, 0.5511)
H (1.8242, 1.1334, 0.6555)
H (4.7395, 6.2884, 4.9912)
H (6.3245, 4.6417, 3.8441)
H (5.4381, 1.5875, 2.3520)
H (6.5655, 2.6548, 2.3236)
H (5.1870, 2.6527, 1.1611)

Energy above the lowest of the compared OMol25 structures with the same formula, charge and spin ... 1935.8 kJ/mol
Highest occupied orbital energy ... -7.978 eV
F_max ... 16.0 eV/Å
Spin multiplicity ... 1
Structure (SMILES) ... CCOc1cc(N2CCOCC2)c(OCC)cc1NC(=O)c1nc2nccc(C)n2n1

---

(4)
Formula: C3H24N6O9
Source: OMol25
Level of theory: the ωB97M-V functional and the def2-TZVPD basis

Cartesian coordinates (Å):
N (-3.2252, -1.8421, -13.6095)
C (-4.2331, -0.9372, -13.6588)
N (-5.4196, -1.4515, -14.0350)
O (-4.0440, 0.2710, -13.4657)
H (-3.3598, -2.8424, -13.6521)
H (-2.3676, -1.4954, -13.2111)
H (-5.4088, -2.4370, -14.2242)
H (-6.2005, -0.8619, -14.2470)
N (-3.0712, -4.7597, -6.4671)
C (-3.7432, -3.8256, -7.1970)
N (-2.9936, -2.7455, -7.4718)
O (-4.8614, -4.0143, -7.6772)
H (-2.0723, -4.6828, -6.4418)
H (-3.4822, -5.6327, -6.1946)
H (-3.4739, -2.0622, -8.0449)
H (-2.2237, -2.4327, -6.9112)
N (-5.2178, 0.4402, -9.1339)
C (-4.1321, 0.0555, -9.8800)
N (-4.1129, 0.6129, -11.1042)
O (-3.2119, -0.6548, -9.4607)
H (-6.0331, 0.8345, -9.5570)
H (-5.1997, 0.0583, -8.2034)
H (-3.3325, 0.3878, -11.7096)
H (-4.8087, 1.2807, -11.3723)
O (-0.8492, -4.6667, -9.6496)
H (-1.4636, -4.0206, -10.0247)
H (-0.8200, -4.4556, -8.7137)
O (-0.6147, -2.5399, -11.8473)
H (0.0322, -1.8876, -11.5577)
H (-0.1056, -3.3502, -11.9654)
O (-3.3506, -2.9972, -10.6215)
H (-3.2086, -2.1609, -10.1487)
H (-2.8326, -2.9090, -11.4312)
O (-3.3459, -4.6175, -12.8205)
H (-2.9690, -4.9149, -11.9827)
H (-3.5222, -5.4287, -13.3081)
O (-5.8721, -4.2423, -10.2805)
H (-6.4594, -3.8864, -10.9539)
H (-5.0307, -3.7858, -10.4435)
O (-1.1248, 0.3187, -11.3372)
H (-1.1856, -0.3612, -10.6559)
H (-1.3084, 1.1409, -10.8717)

Energy above the lowest of the compared OMol25 structures with the same formula, charge and spin ... 51.6 kJ/mol
Highest occupied orbital energy ... -9.241 eV
F_max ... 2.3 eV/Å
Spin multiplicity ... 1
Structure (SMILES) ... NC(N)=O.NC(N)=O.NC(N)=O.O.O.O.O.O.O

---

> Which of these has the highest F_max?

C26H41Cl14NO5S